Molecular formula: C3H6N2S
Method: DFT, ωB97M-V/def2-TZVPD

XYZ file:
```
12
Properties=species:S:1:pos:R:3:forces:R:3:mulliken_spin:R:1
C 1.04991 1.39492 -0.55323 -4.11 -1.21 -0.43 0.386
C 0.19445 -0.55982 -0.44565 0.92 2.22 1.42 0.015
C -0.58808 -0.47579 0.87854 1.82 0.34 -1.50 0.044
N 2.19669 1.23849 -0.14738 3.60 0.23 -0.52 0.047
N 1.39096 -1.21187 -0.39591 -1.86 -1.38 -2.71 0.118
S 2.68850 -0.28926 0.31856 2.78 1.30 2.71 1.327
H 0.73727 2.30829 -1.07640 -0.07 -0.09 0.58 0.047
H -0.34465 -0.51066 -1.33260 -0.76 -0.22 -1.50 0.024
H -0.77938 0.61560 1.01699 -0.33 -1.11 0.55 -0.014
H 0.11108 -0.93982 1.60925 -0.94 0.57 0.03 -0.008
H -1.43444 -1.10174 0.66301 -0.79 -0.03 0.74 -0.004
H 1.75161 -1.30508 -1.37117 -0.27 -0.63 0.62 0.020
```
Forces are in eV/Å.

The charge is 0. The expectation value of S² is 2.02. The LUMO energy (alpha / beta) is 0.85 / -2.39 eV. As for the spin multiplicity: 3. The value obtained for the energy relative to the best compared isomer or geometry (same formula, charge and spin) is 73.2 kcal per mole. Its molar mass is 102.16 g/mol.

---

Molecular formula: C3H4FNOS
Method: DFT, ωB97M-V/def2-TZVPD

XYZ file:
```
11
Properties=species:S:1:pos:R:3:forces:R:3:lowdin_charge:R:1
C 0.01744 -0.76742 0.23951 1.75 -0.14 -2.14 -0.054
C 1.33590 0.12106 -0.15337 -3.65 -0.41 2.14 -0.237
C 0.28996 1.20080 -0.27513 1.56 1.48 0.27 -0.069
N -0.77902 0.45272 -0.04546 0.71 -0.19 0.90 -0.396
O -2.81585 -1.02280 0.15880 0.13 0.29 0.01 -0.630
F 2.22260 0.15945 0.91290 -0.08 0.30 -0.63 -0.009
S -2.43756 0.38266 -0.17160 -0.33 0.07 0.05 0.875
H -0.29748 -1.46813 -0.58720 0.59 -0.14 1.69 0.136
H 0.28141 -1.07684 1.26880 -1.42 -0.06 -0.51 0.142
H 1.75478 -0.28186 -1.01172 1.40 -0.27 -1.57 0.115
H 0.42781 2.30036 -0.33552 -0.67 -0.94 -0.22 0.128
```
Forces are in eV/Å.

The charge is 0. The LUMO energy (alpha / beta) is -0.17 / -0.44 eV. The value obtained for the energy relative to the best compared isomer or geometry (same formula, charge and spin) is 89.1 kcal per mole. Its molar mass is 121.14 g/mol.

---

Molecular formula: C4H12
Method: DFT, ωB97M-V/def2-TZVPD

XYZ file:
```
16
Properties=species:S:1:pos:R:3:forces:R:3:lowdin_charge:R:1
C -2.65275 0.66685 1.41178 -0.55 -0.03 -3.27 -0.151
C -1.70214 -0.56827 1.25198 -2.94 -0.44 -0.32 -0.148
H -2.59532 1.30812 0.43772 0.30 -0.87 1.72 0.088
H -3.74618 0.46022 1.38664 0.78 -0.52 0.42 0.060
H -2.48800 1.31404 2.21989 0.52 0.73 1.21 0.023
H -1.21588 -0.51293 0.34323 1.04 0.56 -2.21 0.007
H -2.29899 -1.49754 1.07632 0.40 0.55 0.79 0.077
H -0.88968 -0.74981 1.89438 0.46 0.02 1.66 0.041
C 2.61668 -0.71737 -1.15458 0.78 0.81 2.19 -0.200
C 1.74818 0.51412 -1.27411 -0.73 2.51 -2.23 -0.221
H 3.03027 -0.72189 -0.03652 -1.12 -1.04 -2.42 0.114
H 2.11489 -1.54327 -1.62751 -0.31 -0.96 1.02 0.050
H 3.48238 -0.64199 -1.77005 0.92 0.41 -0.39 0.034
H 1.49447 1.02199 -0.30581 -0.03 -0.70 -0.97 0.062
H 0.81158 0.34389 -1.93683 1.24 0.14 1.52 0.080
H 2.29050 1.32384 -1.91652 -0.76 -1.17 1.28 0.081
```
Forces are in eV/Å.

The charge is 0. The LUMO energy is 1.09 eV. Its SMILES is CC.CC. The value obtained for the energy relative to the best compared isomer or geometry (same formula, charge and spin) is 30.8 kcal per mole. Its molar mass is 60.14 g/mol.

---

Molecular formula: C16H24O12
Method: DFT, ωB97M-V/def2-TZVPD

XYZ file:
```
52
Properties=species:S:1:pos:R:3:forces:R:3:lowdin_charge:R:1
C -3.35513 1.78732 5.63741 0.25 0.07 0.64 -0.030
C -2.79041 2.24706 4.33311 -0.99 0.33 -0.29 -0.327
C -3.51237 3.46491 3.71708 1.67 -0.21 -0.43 -0.086
O -2.50795 4.51093 3.89490 0.25 -0.54 0.54 0.027
C -1.26974 3.93878 4.33269 -2.95 0.68 -0.54 -0.552
O -0.29512 4.54641 4.55153 0.97 0.88 -0.09 0.189
O -1.42413 2.64243 4.49715 -0.33 -1.31 -0.44 0.100
H -2.70431 1.05236 6.11110 -0.35 -0.70 -0.48 0.092
H -4.36557 1.46204 5.38981 0.01 -0.41 0.62 0.094
H -3.36594 2.52826 6.43678 -0.34 0.64 -0.41 0.096
H -2.95352 1.46963 3.58672 0.97 -0.42 0.16 0.147
H -4.53360 3.58918 4.07729 0.42 0.85 0.92 0.129
H -3.68511 3.31693 2.65108 0.46 0.09 -0.22 0.119
C -1.33505 -2.58043 -7.19349 -1.07 -0.65 -0.74 -0.024
C -0.89355 -3.70490 -8.17037 0.01 1.80 0.88 -0.307
C -1.40602 -3.55133 -9.59066 -0.43 0.72 0.47 -0.099
O -0.30026 -3.04868 -10.31443 0.85 0.68 -0.99 0.059
C 0.84527 -3.05531 -9.60522 2.86 -2.00 -0.60 -0.444
O 2.01290 -2.93070 -10.06126 -5.13 0.13 2.21 0.096
O 0.50781 -3.51473 -8.33588 1.83 -0.11 -0.66 0.047
H -1.18176 -1.57314 -7.58074 0.70 -0.08 0.02 0.092
H -0.92821 -2.74376 -6.19554 0.16 0.22 -0.21 0.087
H -2.42249 -2.61676 -7.12827 -0.24 -0.27 0.30 0.078
H -1.19381 -4.64577 -7.70918 0.74 -0.28 -0.20 0.149
H -2.15574 -2.76101 -9.55301 -0.32 -0.25 -0.51 0.130
H -1.77251 -4.46475 -10.05912 0.06 0.10 0.02 0.137
C 2.66644 2.61949 0.12328 0.82 1.14 0.84 -0.020
C 1.20886 2.46659 -0.19026 0.03 -0.34 2.32 -0.373
C 0.40355 3.67939 -0.54464 0.47 1.29 0.01 -0.086
O -0.33399 3.28338 -1.66015 -1.58 0.82 -0.65 0.101
C 0.10578 2.15326 -2.11839 0.66 -2.76 -2.97 -0.559
O -0.19696 1.62974 -3.17665 0.24 0.95 2.07 0.133
O 1.04750 1.63176 -1.28326 -0.40 -0.77 -1.47 0.096
H 3.07582 1.76812 0.66704 0.13 -0.52 -0.99 0.086
H 2.93271 3.37183 0.86570 -0.94 0.54 0.31 0.087
H 3.23164 3.02348 -0.71663 0.13 -0.87 -0.37 0.097
H 0.72317 1.99403 0.66350 -0.01 -0.25 0.22 0.150
H 1.07991 4.45211 -0.91008 -0.16 0.55 0.47 0.144
H -0.33801 4.00539 0.18469 0.60 0.23 0.25 0.145
C 3.79600 -3.20566 4.33649 -0.88 0.27 -0.03 -0.012
C 2.86633 -1.96942 4.38509 0.23 -1.13 0.50 -0.294
C 1.44812 -2.25517 3.92794 0.76 -1.17 -1.65 -0.136
O 0.73976 -2.44989 5.10109 -1.89 0.61 0.97 0.083
C 1.35237 -1.85221 6.12365 0.30 0.46 4.12 -0.481
O 0.90586 -1.63577 7.27298 1.43 -0.83 -4.65 0.105
O 2.66026 -1.63467 5.76416 -0.78 0.87 0.44 0.065
H 3.24379 -4.13603 4.46905 -0.57 0.06 -0.39 0.082
H 4.43434 -3.28710 5.21626 0.70 0.77 -0.49 0.088
H 4.24302 -3.20902 3.34237 0.60 -0.29 0.35 0.086
H 3.21922 -1.11558 3.80671 0.53 0.02 0.48 0.147
H 1.37825 -3.20245 3.39327 0.14 0.04 -0.19 0.135
H 1.09273 -1.49035 3.23740 -0.58 0.32 0.54 0.132
```
Forces are in eV/Å.

The charge is 0. The LUMO energy is -0.10 eV. Its SMILES is C[C@H]1COC(=O)O1.C[C@H]1COC(=O)O1.C[C@H]1COC(=O)O1.C[C@H]1COC(=O)O1. The value obtained for the energy relative to the best compared isomer or geometry (same formula, charge and spin) is 57.8 kcal per mole. Its molar mass is 408.36 g/mol.

---

Molecular formula: C25H44Cl3N4NdO3Si
Method: DFT, ωB97M-V/def2-TZVPD

XYZ file:
```
81
Properties=species:S:1:pos:R:3:forces:R:3:mulliken_spin:R:1
C -2.01240 -2.52194 -5.27437 -0.09 -0.34 0.15 0.000
C -1.26640 -2.71380 -3.97550 -0.88 -0.75 1.31 0.001
H -2.29500 -3.51247 -5.66247 0.12 0.32 0.01 0.000
H -1.38443 -2.01928 -6.01840 -0.14 -0.10 0.06 0.000
H -2.93800 -1.95962 -5.13028 0.11 0.11 -0.07 0.000
C -0.39156 -3.78707 -3.83513 0.49 -0.09 0.41 -0.002
C -0.02961 -4.78023 -4.87637 0.25 -0.21 -0.51 0.000
H 0.06627 -3.97000 -2.86831 -0.31 0.00 -0.09 0.000
H 0.62815 -4.38053 -5.66652 -0.06 -0.19 -0.19 0.000
H -0.89604 -5.24565 -5.37735 0.14 0.01 -0.06 0.000
H 0.52856 -5.60527 -4.40598 -0.15 0.17 -0.17 0.000
Nd 0.77758 1.55522 0.58107 0.21 1.05 1.23 3.031
Cl -1.85954 2.10806 0.73385 0.16 0.06 -0.11 -0.007
Cl 1.95341 3.62474 -0.47640 0.08 0.18 -0.07 -0.005
H 1.26116 6.25438 3.80774 -0.10 0.06 -0.07 0.000
H -1.44030 6.75574 2.77999 0.17 0.01 -0.13 0.000
C 1.30918 5.79592 2.81642 0.21 0.05 -0.28 0.000
C -1.00375 6.17809 1.95555 -0.36 -0.19 0.32 0.000
N 0.01687 5.25170 2.43781 0.29 -0.12 0.31 0.000
H 2.03552 4.98670 2.84289 -0.02 0.10 -0.10 0.000
C -0.18641 3.94254 2.54768 -0.11 -0.46 -0.31 0.001
O 0.72261 3.07674 2.63704 -0.62 0.46 0.00 -0.004
H -1.81448 5.62454 1.46767 0.27 0.05 0.08 0.000
H -1.23985 3.61836 2.50946 0.38 0.25 -0.13 0.000
H 1.60891 6.54158 2.08143 0.13 -0.02 0.05 0.000
H -0.55411 6.86597 1.22732 -0.09 -0.26 0.19 0.000
H 2.19613 -0.82450 -3.50604 0.10 -0.03 0.28 0.000
H 2.14836 -3.58086 -2.35613 0.13 0.20 0.00 0.000
C 3.09410 -0.84179 -2.87173 -0.16 0.01 -0.05 0.000
C 3.04771 -3.13196 -1.91172 -0.42 -0.32 0.07 0.000
N 2.87978 -1.69470 -1.70485 0.19 0.42 1.06 0.000
H 3.35306 0.16759 -2.54726 -0.06 -0.14 -0.06 0.000
C 2.65006 -1.21514 -0.47023 0.34 0.09 -1.01 -0.001
O 2.65303 -0.00177 -0.14711 -0.16 -0.60 0.16 0.000
H 3.24986 -3.61917 -0.95111 0.00 0.08 -0.24 0.000
H 2.44742 -2.00791 0.27030 0.15 0.26 -0.12 -0.001
H 3.90324 -1.28758 -3.45776 -0.02 0.24 0.10 0.000
H 3.88251 -3.30526 -2.59749 -0.05 0.08 0.24 0.000
O -0.84919 -1.32340 -3.33501 1.14 1.28 -0.59 -0.001
C -1.85807 -2.02907 -2.69610 -0.46 -0.94 -0.76 -0.001
C -0.26102 -2.76874 -0.91974 -0.11 -0.38 0.23 0.000
C -1.58661 -2.66044 -1.37763 0.10 0.23 0.26 0.000
H 0.52178 -2.28925 -1.51381 -0.47 -0.28 0.22 0.000
C 0.04726 -3.52914 0.21564 -0.20 0.57 -0.40 0.000
H -2.85411 -1.56806 -2.80981 0.07 -0.20 0.30 0.000
C -2.61091 -3.25790 -0.62174 0.35 -0.10 -0.06 0.000
H 1.09185 -3.64241 0.52098 -0.34 -0.05 0.02 0.000
C -0.97355 -4.12770 0.94407 -0.16 -0.34 0.32 0.000
C -2.30503 -3.99288 0.53006 0.31 0.32 -0.35 0.000
H -3.64227 -3.16600 -0.97429 0.29 -0.06 0.19 0.000
H -0.73124 -4.71765 1.83721 -0.15 0.23 -0.38 0.000
H -3.09768 -4.45701 1.10651 0.03 0.00 -0.05 0.000
Si -0.61313 1.66688 -3.51906 0.37 1.19 0.71 -0.001
Cl 0.02460 0.35556 -1.49781 -0.86 0.44 -2.53 -0.010
C 0.96745 2.62277 -3.97768 0.26 -0.49 -0.06 0.000
C -1.67951 3.02326 -2.74201 -0.38 -0.02 0.23 0.002
C -1.38536 0.80684 -4.95414 -0.28 -0.24 -0.46 0.000
H 1.62182 2.82186 -3.11520 -0.27 -0.13 -0.18 0.000
H 0.68910 3.61404 -4.38550 -0.18 -0.51 0.21 0.000
H 1.55683 2.12331 -4.75731 -0.05 -0.02 0.20 0.000
H -0.65629 0.20210 -5.50717 -0.18 0.02 0.32 0.000
H -1.75519 1.56914 -5.65860 0.16 0.19 0.24 0.000
H -2.24452 0.17537 -4.69651 0.41 0.19 0.06 0.000
H -1.73140 2.98542 -1.64422 0.02 -0.12 -0.35 -0.001
H -2.71514 3.02645 -3.11221 0.21 -0.25 0.09 0.000
H -1.27364 4.01684 -2.99878 0.12 -0.47 -0.02 0.000
C 2.75312 -2.09965 4.61527 0.50 -0.34 0.46 0.000
C 1.66145 -1.57053 3.78443 -1.38 0.17 -0.23 -0.001
C 0.27598 -1.75799 3.87172 0.74 0.51 -0.65 0.000
C -0.29798 -0.99291 2.82855 1.94 -0.02 0.15 -0.005
N 0.69425 -0.35049 2.15808 -0.28 -0.77 0.66 0.003
N 1.87027 -0.72638 2.75841 -0.61 -0.03 -0.07 -0.001
C -1.71595 -0.90937 2.45175 -0.76 0.44 -0.31 0.001
H 2.73596 -1.63153 5.61056 0.08 -0.13 -0.29 0.000
H 2.62412 -3.18102 4.75343 0.13 0.27 -0.01 0.000
H 3.73266 -1.91467 4.15626 -0.20 -0.07 0.16 0.000
H -0.26023 -2.36712 4.57411 0.03 -0.12 0.10 0.000
H 2.75832 -0.44048 2.35441 -0.38 -0.07 0.13 0.000
H -2.32021 -0.69702 3.34724 0.11 -0.11 -0.30 0.000
H -1.89089 -0.09835 1.72273 0.03 -0.50 0.39 -0.001
H -2.05977 -1.85644 2.00781 0.19 0.27 0.16 0.000
```
Forces are in eV/Å.

The charge is 0. The expectation value of S² is 3.75. The LUMO energy (alpha / beta) is 0.02 / 0.02 eV. As for the spin multiplicity: 4. The value obtained for the energy relative to the best compared isomer or geometry (same formula, charge and spin) is 130.3 kcal per mole. Its molar mass is 727.34 g/mol.

---

Molecular formula: C5H10O4
Method: DFT, ωB97M-V/def2-TZVPD

XYZ file:
```
19
Properties=species:S:1:pos:R:3:forces:R:3:lowdin_charge:R:1
C -2.14603 1.37162 0.05528 -0.10 0.12 -0.36 -0.006
C -1.70489 -0.04845 -0.06400 0.00 -0.08 0.44 -0.453
O -1.65126 -0.67889 -1.09387 -0.13 -0.01 -0.07 0.088
C -1.33058 -0.75036 1.23686 -0.16 -0.01 -0.12 -0.187
O -0.67018 -1.95902 0.94230 0.10 -0.33 -0.19 -0.070
H -2.71027 1.53347 0.97292 -0.03 0.01 0.02 0.088
H -2.73137 1.66327 -0.81818 0.02 -0.03 0.12 0.092
H -1.24140 1.98015 0.08999 -0.02 0.01 0.05 0.085
H -0.67803 -0.12200 1.84425 -0.07 0.02 -0.07 0.132
H -2.25553 -0.95119 1.79802 0.07 0.10 -0.03 0.135
H -0.98262 -2.21026 0.04881 0.03 0.12 0.19 0.105
C 2.98320 0.47218 -1.09222 -0.13 -0.03 0.14 0.018
C 1.74316 0.03219 -0.36326 0.19 0.15 -0.06 -0.564
O 0.81169 0.75754 -0.10657 -0.05 0.27 0.08 0.077
O 1.78256 -1.24696 -0.03336 0.08 -0.59 0.17 0.109
H 3.03293 1.55455 -1.12022 -0.02 0.05 0.01 0.084
H 2.94095 0.08807 -2.10791 0.03 -0.06 -0.12 0.091
H 3.86159 0.05612 -0.60710 0.08 -0.02 -0.02 0.086
H 0.94609 -1.54211 0.41819 0.11 0.31 -0.17 0.091
```
Forces are in eV/Å.

The charge is 0. The LUMO energy is 0.87 eV. Its SMILES is CC(=O)CO.CC(=O)O. The value obtained for the energy relative to the best compared isomer or geometry (same formula, charge and spin) is 3.9 kcal per mole. Its molar mass is 134.13 g/mol.

---

no.,energy (eV)
1,-17016.5881
2,-20262.2394
3,-4341.1918
4,-41549.8607
5,-99466.3452
6,-13537.7243